No. 1
A 2-piece molecular cluster, C3H11NS overall. Source: the Open Molecules 2025 dataset; level of theory: wB97M-V/def2-TZVPD.

XYZ file:
```
16
Properties=species:S:1:pos:R:3:forces:R:3:nbo_charge:R:1
C 0.225050 0.727350 1.727688 0.0 0.2 1.1 -0.624
C -0.963769 -0.018311 1.127798 -0.2 0.0 0.5 -0.046
C -1.753747 0.815042 0.115762 -0.6 -0.3 0.3 -0.630
N -0.473225 -1.254327 0.533481 0.6 0.8 -0.2 -0.852
H 0.736604 -0.026590 2.344935 0.2 0.4 0.0 0.199
H 0.976656 1.172587 1.049302 -0.7 -0.3 0.0 0.230
H -0.154361 1.494547 2.431296 0.3 -0.2 -0.4 0.213
H -1.610864 -0.299443 1.987578 0.1 0.4 -0.5 0.181
H -1.102962 1.196068 -0.675718 -0.1 0.0 0.1 0.230
H -2.210742 1.662395 0.658223 0.2 -0.3 -0.4 0.223
H -2.579699 0.215917 -0.335006 0.6 0.4 0.3 0.211
H 0.078366 -1.897351 1.090509 -0.4 0.1 -0.4 0.404
H -0.749875 -1.475179 -0.396504 -0.6 -0.9 0.0 0.407
S 1.356556 -0.106616 -1.782890 2.2 -0.6 4.4 -0.530
H 0.516581 -0.508715 -0.475118 1.4 0.3 -1.9 0.234
H 2.662757 -0.192585 -0.715105 -3.0 0.2 -2.7 0.149
```
Forces are in eV/Å.

Output
- spin multiplicity = 1
- highest occupied orbital energy (Eh) = -0.320
- E (eV) = -15612.8493
- max |F| (eV/Å) = 4.9
- relative energy (zero: lowest compared OMol25 entry of this formula, charge and spin) (kJ/mol) = 183.5
- gap between HOMO and LUMO (Eh) = 0.3437
- SMILES = CC(C)N.S

No. 2
C13H20BCoF13N4OS2 as an isolated structure. Source: the Open Molecules 2025 dataset; level of theory: wB97M-V/def2-TZVPD.

XYZ file:
```
55
Properties=species:S:1:pos:R:3:forces:R:3:nbo_charge:R:1
Co 0.121223 -0.646807 0.701755 1.2 0.6 0.7 1.522
C -0.374350 -3.476714 -3.917437 0.2 -1.5 -0.1 -0.626
C 0.147542 -2.440429 -2.941387 0.4 0.2 -0.6 -0.229
N -0.909447 -1.476801 -2.674754 -0.6 0.6 0.5 -0.551
C -1.664701 -1.453971 -1.588291 -1.4 1.3 -0.9 0.367
S -1.153799 -2.270753 -0.130632 0.1 -0.1 0.4 -0.115
N -2.840271 -0.781666 -1.555337 1.8 -1.8 0.8 -0.521
C -3.382616 -0.034359 -2.659595 0.3 1.9 -0.3 -0.242
C -4.097061 -0.816861 -3.736026 -0.8 0.4 -0.4 -0.629
H 0.428107 -4.242033 -4.143416 -0.8 0.9 0.2 0.243
H -0.661960 -3.008992 -4.877393 -0.1 -0.3 0.5 0.221
H -1.234639 -4.046550 -3.456198 0.8 0.7 -0.6 0.221
H 0.933105 -1.833464 -3.391977 0.3 -0.3 0.1 0.220
H 0.521378 -2.905184 -2.026712 -0.1 0.3 -0.1 0.227
H -1.071408 -0.778268 -3.414509 -0.2 -0.6 0.6 0.436
H -3.316037 -0.795885 -0.656158 0.2 0.3 -0.4 0.438
H -2.546490 0.571736 -3.095981 -0.6 -0.3 0.4 0.207
H -4.051336 0.709766 -2.181284 0.3 -0.4 -0.5 0.252
H -3.470694 -1.537255 -4.242448 0.3 -0.3 0.0 0.210
H -4.462221 -0.104456 -4.518523 0.3 -0.6 0.7 0.244
H -4.963246 -1.335377 -3.313723 0.1 0.0 -0.2 0.228
F 1.192250 1.359982 4.512259 -0.3 -2.2 0.0 -0.325
C 1.128941 -0.032365 4.650961 0.9 1.6 3.1 0.988
F 2.380264 -0.481075 4.438092 -1.0 0.2 0.0 -0.294
F 0.810798 -0.292245 5.965873 0.4 0.4 -1.9 -0.299
C 0.131778 -0.635474 3.677375 -0.5 0.1 -1.1 -0.017
O 0.819827 -0.508927 2.477473 -1.6 -0.9 -1.1 -0.854
C -0.197864 -2.100474 4.011886 0.8 -2.1 2.3 0.972
F -0.763119 -2.771609 3.002055 0.0 0.6 0.1 -0.307
F 0.954281 -2.765914 4.317793 -0.8 0.6 -0.5 -0.309
F -0.991215 -2.223495 5.134428 0.8 0.3 -1.9 -0.300
C -1.232954 0.111294 3.687914 -2.5 2.6 0.7 0.959
F -1.138431 1.374877 3.202197 0.6 -1.0 0.6 -0.301
F -1.792537 0.235138 4.938544 1.2 -0.4 -1.4 -0.298
F -2.212784 -0.440832 2.908259 1.3 -0.6 0.3 -0.322
F -2.294606 1.874683 -0.464913 1.5 0.2 0.4 -0.548
B -0.894890 1.989357 -0.333746 0.0 1.9 -2.3 1.368
F -0.377573 3.335350 -0.261969 -0.9 -2.3 0.0 -0.549
F -0.255806 1.295211 -1.463069 -0.7 0.3 1.0 -0.597
F -0.419933 1.260767 0.796578 0.0 -0.5 0.5 -0.569
C 2.695474 2.310265 -1.847819 -0.2 -0.1 -0.4 -0.417
N 2.909610 2.116091 -0.424177 -0.9 -2.4 0.4 -0.352
C 3.066137 3.201140 0.500410 0.6 0.6 1.0 -0.224
C 3.207730 2.456383 1.863811 0.9 1.3 1.4 -0.238
N 2.807538 1.108657 1.583559 -0.6 -0.3 -2.6 -0.559
C 2.666569 0.945539 0.231882 0.8 2.8 1.5 0.300
S 2.356664 -0.512598 -0.539959 -1.4 -1.6 0.0 -0.098
H 1.687439 2.700785 -2.110518 0.6 -0.2 0.6 0.244
H 2.801122 1.329275 -2.331957 0.1 0.5 0.0 0.227
H 3.454096 3.010884 -2.200060 0.0 -0.2 -0.1 0.221
H 2.222901 3.884723 0.432746 -0.3 -0.1 0.1 0.234
H 3.967033 3.775645 0.256244 -0.1 -0.1 0.1 0.222
H 2.714573 2.914836 2.757935 -0.3 -0.4 -1.1 0.243
H 4.256966 2.417401 2.209836 -0.2 0.1 -0.5 0.213
H 2.388640 0.461030 2.240085 0.2 0.0 -0.1 0.462
```
Forces are in eV/Å.

Output
- spin multiplicity = 5
- highest occupied orbital energy (alpha / beta) (Eh) = -0.462 / -0.458
- E (eV) = -117115.5298
- max |F| (eV/Å) = 3.7
- charge = +1
- relative energy (zero: lowest compared OMol25 entry of this formula, charge and spin) (kJ/mol) = 109.4
- gap between HOMO and LUMO (alpha / beta) (Eh) = 0.3537 / 0.1830

No. 3
An isolated ion of composition C4H13N2 and charge +1. Source: the Open Molecules 2025 dataset; level of theory: wB97M-V/def2-TZVPD.

XYZ file:
```
19
Properties=species:S:1:pos:R:3:forces:R:3:nbo_charge:R:1
C 1.886822 -1.350064 0.841952 -0.3 -2.0 1.3 -0.426
N 0.431541 -1.429434 0.775068 -1.8 -0.6 1.4 -0.670
C -0.148808 -1.169850 -0.495595 1.5 0.0 -4.4 -0.249
C 0.114842 0.281218 -0.959073 1.2 0.9 2.9 -0.216
N -0.511517 1.127945 0.188782 -1.1 1.8 -1.7 -0.514
C -1.722554 2.009248 -0.140831 -1.4 -3.1 1.8 -0.411
H 2.179682 -0.362906 1.231341 0.5 -0.7 0.0 0.198
H 2.155066 -1.530945 -0.154759 1.4 0.3 -1.5 0.189
H 2.294529 -2.316672 1.387045 -0.7 2.5 -0.5 0.240
H 0.090518 -2.302319 1.194901 0.0 0.7 -0.4 0.401
H 0.339148 -1.784707 -1.403365 -1.0 0.8 1.8 0.197
H -1.230796 -1.209802 -0.671667 0.0 -0.9 1.0 0.227
H 1.143908 0.614053 -0.877706 0.5 -0.6 -0.1 0.217
H -0.173901 0.634582 -1.919131 -1.0 -0.1 -0.7 0.242
H 0.132754 1.768621 0.675837 0.0 -0.7 -0.3 0.437
H -0.834012 0.449344 0.846388 0.1 -0.7 1.0 0.443
H -1.456264 2.932233 -0.465239 1.1 2.7 -0.9 0.226
H -2.282107 2.070074 0.815476 0.3 0.3 -0.6 0.232
H -2.408842 1.569389 -0.869428 0.5 -0.4 0.1 0.236
```
Forces are in eV/Å.

Output
- spin multiplicity = 1
- highest occupied orbital energy (Eh) = -0.488
- E (eV) = -7331.1603
- max |F| (eV/Å) = 4.7
- charge = +1
- relative energy (zero: lowest compared OMol25 entry of this formula, charge and spin) (kJ/mol) = 224.5
- gap between HOMO and LUMO (Eh) = 0.3723
- SMILES = CNCC[NH2+]C

> What is the formula in the third record?

C4H13N2

> Among the records above, which one has the highest max |F|?

C3H11NS